(1)
{"formula": "C36H72INO19P", "method": "wB97M-V/def2-TZVPD", "homo_lumo_gap_ha": 0.300, "total_charge": 1, "homo_energy_ev": -11.79, "species": ["I", "P", "O", "O", "O", "O", "O", "O", "O", "O", "O", "O", "O", "O", "O", "O", "O", "O", "O", "O", "O", "N", "C", "C", "C", "C", "C", "C", "C", "C", "C", "C", "C", "C", "C", "C", "C", "C", "C", "C", "C", "C", "C", "C", "C", "C", "C", "C", "C", "C", "C", "C", "C", "C", "C", "C", "C", "C", "H", "H", "H", "H", "H", "H", "H", "H", "H", "H", "H", "H", "H", "H", "H", "H", "H", "H", "H", "H", "H", "H", "H", "H", "H", "H", "H", "H", "H", "H", "H", "H", "H", "H", "H", "H", "H", "H", "H", "H", "H", "H", "H", "H", "H", "H", "H", "H", "H", "H", "H", "H", "H", "H", "H", "H", "H", "H", "H", "H", "H", "H", "H", "H", "H", "H", "H", "H", "H", "H", "H", "H"], "coordinates": [[-1.32, 2.14, -1.87], [2.21, 0.40, -5.91], [5.71, 6.13, -3.64], [-2.50, -6.27, -3.85], [1.72, -2.17, 6.17], [-5.80, 1.37, -3.45], [1.05, 1.55, -6.17], [-1.61, -4.01, 8.57], [-0.49, -3.50, 10.47], [0.03, 7.21, 1.31], [0.63, 5.50, 2.67], [-6.14, -0.74, -4.20], [-0.82, 7.11, 3.29], [4.82, 4.40, -2.47], [5.84, 6.16, -1.49], [3.20, -3.80, 5.69], [-2.74, -3.77, 10.40], [-1.88, -4.41, -2.73], [-3.13, -4.36, -4.61], [2.01, -2.98, 4.08], [-4.46, 0.39, -4.98], [0.39, -2.03, -3.48], [1.74, 2.18, -2.13], [2.26, -3.44, -0.38], [-0.96, 6.46, 4.57], [-5.51, 0.43, -4.14], [-0.36, -3.96, 7.88], [5.56, 5.58, -0.21], [1.60, -0.65, 3.44], [0.23, 5.48, -0.41], [-2.73, -1.97, 12.06], [-3.36, -2.97, -4.37], [5.28, 5.52, -4.87], [-3.71, 1.61, -5.03], [1.96, 1.78, -0.67], [3.55, 1.55, -5.46], [0.45, -1.14, -1.21], [0.78, -3.68, -0.72], [-7.34, -0.83, -3.40], [-1.85, -7.10, -2.85], [-2.47, -4.98, -3.63], [-0.07, -0.92, -2.62], [0.87, 6.67, 0.28], [0.51, 1.71, -2.90], [-2.70, -7.26, -1.62], [1.70, -0.27, -4.18], [-2.82, -3.46, 11.81], [5.40, 5.47, -2.53], [-1.52, -3.73, 9.88], [3.80, 5.73, -5.12], [3.60, -3.81, 7.07], [-0.10, -2.43, -0.57], [1.34, -1.71, -4.28], [1.03, -2.04, 3.60], [2.26, -2.91, 5.39], [0.00, 6.51, 2.45], [0.44, 0.28, -3.47], [-8.51, -0.13, -4.05], [0.04, -2.95, 7.84], [-2.83, -6.31, -1.11], [-7.52, -1.90, -3.32], [0.85, 0.00, 2.99], [2.40, 0.79, -0.57], [-3.79, -3.86, 12.10], [6.06, 6.21, 0.51], [0.17, -2.05, 4.26], [-0.87, -6.68, -2.62], [-2.45, -2.49, -4.00], [1.03, 1.81, -0.10], [1.75, 3.27, -2.20], [-0.26, -2.25, 0.50], [-3.42, 1.90, -4.03], [-7.14, -0.44, -2.41], [3.20, 5.22, -4.37], [0.42, 2.35, -3.78], [-0.74, 5.75, -0.83], [5.54, 4.46, -4.85], [0.09, 4.66, 0.29], [-1.44, 5.49, 4.45], [-1.71, -8.05, -3.36], [0.70, -4.10, -1.72], [-3.68, -7.66, -1.88], [3.54, 5.34, -6.11], [-2.88, -1.77, 13.12], [0.74, -2.45, 2.63], [-4.28, 2.40, -5.50], [4.48, 5.57, -0.02], [0.03, -2.98, -3.39], [-2.04, -4.00, 12.33], [1.78, -2.44, -4.95], [4.11, -2.88, 7.32], [1.83, 6.40, 0.72], [-3.51, -1.44, 11.50], [0.02, 6.32, 5.03], [-8.68, -0.52, -5.05], [-8.33, 0.94, -4.11], [2.36, -2.64, 0.36], [-1.09, -2.65, -0.98], [1.02, 7.50, -0.41], [0.36, -4.62, 8.36], [-1.76, -1.59, 11.77], [2.65, 2.48, -0.21], [-2.84, 1.37, -5.63], [3.52, 1.94, -4.45], [5.88, 6.02, -5.63], [2.72, -4.35, 0.02], [3.47, 2.39, -6.15], [0.14, 1.22, -6.18], [2.59, -0.22, -3.52], [3.56, 6.79, -5.11], [-3.65, -2.51, -5.31], [5.94, 4.56, -0.16], [0.13, -0.27, -0.63], [2.49, -0.66, 2.80], [4.51, 1.06, -5.64], [-0.58, -4.32, 6.87], [4.28, -4.65, 7.16], [-0.32, 0.33, -4.26], [-9.41, -0.30, -3.46], [-1.58, 7.12, 5.16], [1.88, -0.23, 4.41], [-2.22, -7.96, -0.93], [2.61, 1.86, -2.71], [1.54, -1.14, -1.21], [2.74, -3.93, 7.72], [-4.15, -2.81, -3.64], [-1.16, -0.92, -2.61], [2.84, -3.14, -1.25], [0.87, 5.15, -1.22], [0.37, -4.45, -0.06]]}


(2)
{"formula": "C36H72O24S6", "method": "wB97M-V/def2-TZVPD", "homo_lumo_gap_ha": [0.082, 0.328], "total_charge": -1, "homo_energy_ev": [-0.47, -7.17], "multiplicity": 2, "s2": 0.751, "e_above_lowest_kj_mol": 457.6, "species": ["S", "S", "S", "S", "S", "S", "O", "O", "O", "O", "O", "O", "O", "O", "O", "O", "O", "O", "O", "O", "O", "O", "O", "O", "O", "O", "O", "O", "O", "O", "C", "C", "C", "C", "C", "C", "C", "C", "C", "C", "C", "C", "C", "C", "C", "C", "C", "C", "C", "C", "C", "C", "C", "C", "C", "C", "C", "C", "C", "C", "C", "C", "C", "C", "C", "C", "H", "H", "H", "H", "H", "H", "H", "H", "H", "H", "H", "H", "H", "H", "H", "H", "H", "H", "H", "H", "H", "H", "H", "H", "H", "H", "H", "H", "H", "H", "H", "H", "H", "H", "H", "H", "H", "H", "H", "H", "H", "H", "H", "H", "H", "H", "H", "H", "H", "H", "H", "H", "H", "H", "H", "H", "H", "H", "H", "H", "H", "H", "H", "H", "H", "H", "H", "H", "H", "H", "H", "H"], "coordinates": [[-3.12, -0.69, -3.63], [2.60, -2.12, -5.22], [2.05, -5.22, -2.27], [0.26, -2.15, 6.66], [-4.75, 1.03, 4.32], [-1.60, 5.32, 2.22], [-5.12, -0.68, 0.68], [-4.23, -6.37, -0.78], [2.71, 2.51, 2.40], [-2.59, 5.02, 3.37], [-6.53, 0.91, 0.30], [2.95, -6.47, -2.40], [-5.64, -7.89, 0.10], [-0.48, -1.78, -0.09], [-2.75, -1.81, -0.36], [4.36, 1.33, -2.77], [-1.57, -0.10, 0.73], [-6.03, -5.55, 0.24], [4.99, 0.15, -0.76], [6.45, 0.34, -2.52], [-4.28, 1.19, -0.11], [1.40, 3.27, -0.13], [2.35, 3.18, -2.16], [1.81, 5.11, -1.37], [-3.50, -1.14, -5.03], [3.91, 0.79, 3.05], [1.67, 0.93, 3.33], [-0.60, -3.37, 6.30], [-4.77, 0.97, 5.78], [2.52, -2.16, -6.76], [-7.34, -0.13, 0.70], [-3.18, 1.19, -3.66], [-5.24, 0.44, 0.20], [2.73, -4.20, -0.95], [2.37, 3.80, -4.44], [8.45, 0.39, -1.26], [2.27, 5.44, -2.65], [-1.25, -0.92, -3.51], [2.92, 4.13, -3.03], [0.50, -1.03, 0.52], [2.72, 1.35, 2.90], [-5.49, 2.62, 3.68], [4.04, 2.75, 1.92], [-8.20, -0.46, -0.51], [1.93, 3.77, -1.09], [-1.69, -1.22, 0.04], [-3.96, -5.01, -0.78], [-3.61, -4.51, -2.16], [-6.36, -1.09, 1.30], [4.85, 1.67, 2.55], [0.14, 5.33, 2.86], [-1.40, 3.77, 1.17], [-3.08, 1.34, 3.64], [-5.23, -6.71, -0.10], [6.10, -0.63, -0.40], [5.24, 0.67, -2.06], [-0.23, 0.10, 1.18], [4.40, -2.10, -4.68], [-0.90, -0.85, 7.31], [0.83, -1.32, 5.18], [-5.25, -4.52, -0.18], [1.53, -0.51, -0.51], [0.72, -5.72, -1.14], [7.09, -0.49, -1.51], [2.23, -0.44, -4.62], [4.36, 4.21, 2.30], [-0.85, 3.85, 0.23], [-3.74, -3.43, -2.12], [-2.73, 0.76, 2.78], [0.35, 6.38, 3.04], [3.10, 6.13, -2.52], [4.48, -1.44, -3.82], [4.04, 2.58, 0.85], [-7.87, 0.42, 1.47], [4.25, 4.51, 3.34], [-2.43, 3.48, 0.95], [7.27, -1.50, -1.87], [1.06, -2.10, 4.45], [1.29, 3.88, -4.57], [-6.51, -2.15, 1.07], [2.28, -0.25, -3.55], [2.29, -0.03, 0.11], [6.63, -0.20, 0.45], [-3.17, -4.84, -0.04], [3.00, 0.18, -5.07], [0.98, 5.27, 2.16], [1.70, -0.68, 5.35], [0.67, -6.77, -0.84], [-8.79, 0.43, -0.76], [8.24, 1.44, -1.06], [-0.99, -1.94, -3.23], [1.43, 5.82, -3.23], [5.00, -1.77, -5.53], [-0.91, -0.38, -2.63], [2.58, 4.67, -5.07], [-2.36, 1.06, 4.42], [-6.36, 2.56, 4.34], [8.94, -0.22, -0.51], [0.85, -1.78, 1.23], [1.38, 0.14, -5.00], [-3.04, 1.57, -2.65], [5.48, 1.19, 1.80], [-4.90, 3.54, 3.73], [-2.70, 1.65, -4.52], [-1.61, -0.56, 6.54], [4.01, 4.14, -3.02], [-4.27, -4.96, -2.90], [-0.66, -0.71, -4.40], [-2.59, -4.69, -2.50], [5.26, 4.69, 1.93], [5.49, 1.89, 3.41], [-7.73, -0.96, -1.36], [4.65, -3.08, -4.28], [0.40, -5.18, -0.26], [-5.79, -3.96, -0.94], [0.12, -0.66, 4.69], [2.79, 2.94, -4.96], [-1.45, -1.12, 8.22], [2.12, -3.31, -0.78], [2.86, -4.70, 0.01], [-0.20, -5.71, -1.74], [9.17, 0.46, -2.08], [-4.23, 1.46, -3.79], [-2.76, 2.38, 3.59], [1.11, 0.28, -1.13], [0.10, 1.10, 0.91], [5.78, -1.64, -0.16], [0.28, 4.79, 3.80], [2.12, -1.17, -1.16], [-1.07, 2.88, 1.70], [-8.97, -1.00, 0.03], [3.48, 4.62, 1.80], [-0.32, 0.02, 7.61], [-6.35, -0.99, 2.38], [-5.81, 2.69, 2.64], [-5.09, -3.85, 0.67], [3.73, -3.84, -1.23], [-0.03, 0.08, 2.25]]}